{"formula": "C4H3I", "method": "the ωB97M-V functional and the def2-TZVPD basis", "elements": ["C", "C", "C", "C", "I", "H", "H", "H"], "xyz": [[1.12, 0.29, -0.08], [-1.24, -0.71, 0.29], [2.32, 0.26, -0.16], [-0.32, 0.27, -0.12], [-3.27, -0.05, -0.12], [3.31, 0.33, -0.29], [-1.08, -1.67, 0.86], [-0.85, 1.28, -0.38]], "spin_multiplicity": 1, "gap_ev": 9.13, "homo_energy_ev": -8.95, "smiles": "C#C/C=C/I", "relative_energy_ev": 0.6987, "lumo_energy_ev": 0.183}

---

{"formula": "C4H3IN2", "method": "the ωB97M-V functional and the def2-TZVPD basis", "elements": ["C", "C", "C", "C", "N", "N", "I", "H", "H", "H"], "xyz": [[-4.06, -0.55, -0.07], [0.44, 0.29, 0.13], [-0.32, -0.63, -0.58], [-1.69, -0.74, -0.55], [-4.40, -1.42, -0.91], [-3.51, 0.21, 0.63], [-2.60, -2.10, -1.73], [1.50, 0.28, 0.25], [-0.17, 0.96, 0.70], [0.15, -1.52, -1.15]], "spin_multiplicity": 1, "gap_ev": [5.66, 6.47], "homo_energy_ev": [-8.16, -8.51], "relative_energy_ev": 6.9240, "lumo_energy_ev": [-2.498, -2.040]}

---

{"formula": "C4H3IrLiO", "method": "the ωB97M-V functional and the def2-TZVPD basis", "elements": ["H", "O", "C", "C", "H", "H", "Ir", "Li", "C", "C"], "xyz": [[-1.54, 1.19, -1.07], [-0.65, -0.73, -1.52], [-0.66, 0.53, -0.93], [-0.16, 0.44, 0.47], [0.19, 1.43, -0.96], [-0.61, 0.92, 1.34], [-1.43, -1.79, -0.17], [0.85, -1.75, 1.19], [2.56, -0.41, 0.86], [1.44, 0.16, 0.80]], "charge": -1, "spin_multiplicity": 5, "gap_ev": [5.51, 6.57], "homo_energy_ev": [-2.60, -3.89], "lumo_energy_ev": [2.917, 2.678]}

---

{"formula": "C4H3Li2O5", "method": "the ωB97M-V functional and the def2-TZVPD basis", "elements": ["C", "C", "H", "H", "O", "C", "O", "O", "H", "O", "Li", "Li", "C", "O"], "xyz": [[-0.60, -0.67, 0.81], [0.66, -1.10, 0.52], [1.14, -1.98, 0.92], [-0.50, -0.65, 1.95], [1.23, -0.54, -0.64], [2.39, -1.01, -1.11], [2.88, -2.06, -0.82], [2.84, -0.14, -2.00], [3.70, -0.42, -2.33], [-1.16, 0.37, 0.23], [-2.49, 1.46, 0.91], [-0.09, 0.82, -1.30], [-4.54, 2.67, 1.31], [-5.48, 3.25, 1.53]], "charge": 1, "spin_multiplicity": 1, "gap_ev": 7.92, "homo_energy_ev": -11.87, "relative_energy_ev": 0.0000, "lumo_energy_ev": -3.955}

---

{"formula": "C4H3LiMgO2Tl", "method": "the ωB97M-V functional and the def2-TZVPD basis", "elements": ["C", "O", "Mg", "Li", "H", "C", "C", "C", "O", "Tl", "H", "H"], "xyz": [[1.74, -0.52, -0.01], [1.83, -1.78, 0.25], [-0.24, -0.10, -2.07], [1.46, -2.89, 1.57], [2.29, 0.47, 0.52], [0.62, 0.21, 0.37], [-0.15, 1.45, 0.12], [-1.35, 1.44, -0.52], [-1.95, 0.37, -1.20], [-2.40, -0.44, 0.60], [0.10, -0.57, 0.98], [-1.95, 2.36, -0.62]], "spin_multiplicity": 2, "gap_ev": [4.39, 5.02], "homo_energy_ev": [-5.60, -6.25], "relative_energy_ev": 1.0184, "lumo_energy_ev": [-1.210, -1.225]}

---

{"formula": "C4H3LiO2Sc", "method": "the ωB97M-V functional and the def2-TZVPD basis", "elements": ["H", "C", "C", "C", "C", "O", "O", "Sc", "H", "H", "Li"], "xyz": [[-4.98, -2.71, 3.11], [0.91, -0.90, 0.16], [-0.12, 0.13, 0.36], [-1.40, -0.19, 0.19], [-2.54, -0.74, 0.40], [-3.61, -1.22, 0.40], [2.11, -0.66, 0.18], [3.80, 0.44, 0.59], [0.57, -1.93, -0.04], [0.22, 1.14, 0.62], [-5.00, -2.27, 1.45]], "charge": 3, "spin_multiplicity": 1, "gap_ev": [6.99, 7.03], "homo_energy_ev": [-20.44, -20.44], "relative_energy_ev": 2.0636, "lumo_energy_ev": [-13.445, -13.406]}

---

Number 1: M 177.97 u, largest force on an atom 2.98 eV/A. Number 2: M 205.99 u, largest force on an atom 4.34 eV/A. Number 3: M 266.23 u, largest force on an atom 4.75 eV/A. Number 4: M 144.94 u, largest force on an atom 4.77 eV/A. Number 5: M 318.69 u, largest force on an atom 4.71 eV/A. Number 6: M 134.96 u, largest force on an atom 1.89 eV/A.